1.
13
Properties=species:S:1:pos:R:3:forces:R:3 method="wB97M-V/def2-TZVPD" largest_force_ev_per_a=0.69 total_energy_ha=-905.51324 charge=+1 e_above_lowest_kj_mol=90.4 homo_lumo_gap_ev=12.12
K -0.65397 0.61744 0.36712 0.086 0.272 0.443
O -1.38662 -1.83589 1.43603 0.281 0.251 0.126
H -0.96601 -2.60764 1.04164 -0.131 -0.086 0.211
H -1.10911 -1.85077 2.36351 -0.187 -0.155 -0.131
O 0.05435 1.90867 -2.40805 -0.270 0.016 0.640
H -0.49687 2.69162 -2.55435 0.168 -0.134 -0.128
H -0.54873 1.16378 -2.48514 -0.056 0.129 -0.559
O 1.31389 1.42232 2.07848 0.071 -0.067 -0.384
H 2.01376 0.81764 2.36077 -0.080 0.182 0.027
H 1.77122 2.12603 1.59568 0.048 -0.091 0.278
O 0.33607 -1.31219 -1.14475 -0.196 0.129 0.194
H -0.34571 -0.94234 -1.71336 0.097 -0.420 -0.493
H 0.01773 -2.19866 -0.93757 0.168 -0.027 -0.224

2.
69
Properties=species:S:1:pos:R:3:forces:R:3 method="wB97M-V/def2-TZVPD" largest_force_ev_per_a=0.67 total_energy_ha=-3016.21486 e_above_lowest_kj_mol=1.0 homo_lumo_gap_ev=6.92
Pt -1.23960 -1.04009 -0.81033 -0.079 0.098 0.662
C -4.12291 2.42972 -1.01042 -0.033 -0.012 -0.003
C -3.77578 2.81328 0.42093 0.145 0.141 -0.077
C -3.70517 4.34035 0.51212 -0.039 0.023 -0.041
C -4.84504 2.26284 1.36320 -0.063 -0.039 -0.019
N -2.44462 2.28931 0.89627 -0.015 -0.001 -0.003
C -2.11804 2.47080 2.22755 -0.059 -0.025 0.019
C -0.89858 1.94948 2.42189 0.054 -0.010 -0.020
N -0.45002 1.45060 1.21861 -0.034 -0.062 0.105
B 1.00299 0.91044 1.18153 0.149 0.229 -0.093
N 1.27863 -0.51957 1.74383 -0.051 -0.009 -0.026
C 2.56853 -0.75972 2.16524 0.009 -0.031 0.004
C 2.67830 -2.06369 2.47566 -0.071 -0.012 0.006
N 1.43988 -2.63928 2.25026 0.003 -0.007 0.046
C 0.59282 -1.68071 1.79887 0.035 0.077 -0.142
S -1.07649 -1.90457 1.40875 -0.051 -0.273 -0.043
C 1.13734 -4.09372 2.42536 0.032 -0.004 0.001
C 0.03234 -4.26781 3.46527 -0.009 -0.029 0.021
C 2.39165 -4.80288 2.93422 -0.011 -0.006 -0.005
C 0.75933 -4.69165 1.07112 -0.010 -0.043 -0.005
N 1.67163 1.12054 -0.20641 -0.083 -0.051 0.060
C 2.26149 2.32069 -0.52838 0.019 -0.035 -0.064
C 2.65462 2.25254 -1.81269 0.004 -0.041 -0.001
N 2.30005 0.99858 -2.29105 0.108 -0.037 0.028
C 1.68545 0.32666 -1.29091 -0.216 0.074 0.088
S 0.97673 -1.25654 -1.29070 0.493 -0.173 -0.110
C 2.53815 0.65782 -3.72888 -0.055 0.037 0.009
C 2.21307 -0.78857 -4.07825 0.033 -0.007 -0.032
C 1.64664 1.58191 -4.56034 0.001 -0.008 -0.015
C 4.01920 0.90386 -4.02421 0.010 -0.010 -0.031
C -1.40502 1.66823 0.28042 -0.079 -0.091 0.016
S -1.28033 1.23544 -1.40453 -0.076 0.357 -0.347
H -5.11014 2.85219 -1.20681 -0.003 -0.021 -0.011
H -4.18461 1.35323 -1.14289 0.044 0.024 0.024
H -3.41729 2.84197 -1.72788 -0.058 -0.002 0.025
H -4.65434 4.75515 0.17178 0.003 0.016 -0.002
H -2.91197 4.72871 -0.12901 -0.001 -0.013 0.002
H -3.53551 4.69308 1.52987 0.032 -0.043 0.024
H -5.82581 2.57855 1.00672 0.022 0.039 0.003
H -4.72299 2.63288 2.38155 -0.068 -0.018 -0.024
H -4.83949 1.17482 1.36100 0.021 -0.039 -0.014
H -2.78101 2.95857 2.91543 0.042 -0.020 0.008
H -0.29168 1.90773 3.30833 -0.013 -0.030 -0.006
H 1.61775 1.63708 1.92659 0.003 0.010 -0.015
H 3.30037 0.02699 2.21084 -0.015 -0.008 -0.010
H 3.51861 -2.61466 2.84811 0.003 0.006 -0.001
H 0.33409 -3.82614 4.41703 -0.002 0.009 -0.006
H -0.13653 -5.33409 3.62305 -0.009 0.003 0.000
H -0.90018 -3.81294 3.14124 0.028 -0.020 0.015
H 2.71546 -4.42230 3.90425 -0.005 0.007 -0.008
H 3.21667 -4.73829 2.22349 -0.006 0.013 0.002
H 2.14616 -5.85674 3.05850 0.005 0.001 0.001
H -0.14221 -4.23669 0.66791 0.030 -0.014 0.009
H 0.58664 -5.76188 1.19588 -0.005 0.004 -0.009
H 1.57456 -4.55410 0.35839 -0.007 0.014 -0.002
H 2.36085 3.11340 0.19150 -0.027 -0.012 -0.006
H 3.15912 2.97549 -2.42480 -0.014 0.006 0.025
H 1.15572 -1.01338 -3.97430 0.022 0.019 -0.012
H 2.77541 -1.49625 -3.47036 -0.002 0.019 0.001
H 2.50135 -0.92731 -5.12171 -0.006 -0.019 -0.002
H 0.59986 1.42944 -4.29468 0.005 0.007 -0.002
H 1.77629 1.35526 -5.61910 -0.003 -0.001 0.001
H 1.89209 2.63327 -4.40632 0.002 -0.007 0.015
H 4.64574 0.27426 -3.39089 -0.007 0.005 0.002
H 4.31223 1.94321 -3.88003 -0.009 -0.009 0.002
H 4.21809 0.64839 -5.06509 0.001 0.002 0.005
O -5.57888 -0.60283 -0.14281 0.021 0.108 0.055
S -4.65615 -1.48167 -0.86872 0.006 -0.086 0.108
N -3.20553 -1.30871 -0.80011 -0.091 0.031 -0.186